# 1
The following is a quantum chemistry calculation of a molecular structure, C22H35NO7P2RhSi2, from the OMol25 dataset.

Highest occupied orbital energy (alpha / beta): -4.077 / -6.119 eV
Relative energy (zero: lowest compared OMol25 entry of this formula, charge and spin): 2.53 kcal/mol
DFT total energy: -76554.595 eV
LUMO energy (alpha / beta): 2.47 / 1.87 eV
Orbital gap (alpha / beta): 0.24077 / 0.29371 hartree

Geometry as ORCA input:
```
! RIJCOSX wB97M-V def2-TZVPD def2/J DEFGRID3
* xyz -1 5
Rh 1.05098 -0.92622 0.88348
C 1.22732 1.23951 0.93443
Si -0.13529 1.92585 -0.07094
C 0.07938 1.20437 -1.79538
N 0.58456 -0.18058 -1.70017
C -0.43760 -1.20847 -1.98416
C -0.13331 -2.01888 -3.24080
C 0.23976 -1.07750 -4.38155
C 1.50613 -0.27260 -4.02043
C 1.78980 -0.35885 -2.51810
C -1.80485 1.45505 0.66365
C -1.92665 1.11157 2.00990
C -3.15858 0.79835 2.56901
C -4.30239 0.82166 1.78428
C -4.20721 1.15750 0.44103
C -2.97054 1.47029 -0.10703
C -0.12505 3.80960 -0.25542
C -1.16869 4.62453 0.18373
C -1.10935 6.00734 0.06011
C 0.00244 6.60651 -0.51136
C 1.05506 5.81641 -0.95513
C 0.98707 4.43774 -0.82476
H 1.21978 1.44757 2.00550
H 2.23272 1.44121 0.55287
H 0.81704 1.82669 -2.31342
H -0.82654 1.27764 -2.41234
H -1.40471 -0.71091 -2.11317
H -0.54702 -1.87985 -1.12544
H -1.01078 -2.61942 -3.49355
H 0.68112 -2.71990 -3.04356
H -0.60078 -0.39681 -4.55466
H 0.38180 -1.62976 -5.31270
H 1.39433 0.76846 -4.33378
H 2.37551 -0.66071 -4.55673
H 2.51877 0.39180 -2.20652
H 2.22677 -1.31838 -2.25579
H -1.04231 1.07918 2.63652
H -3.22005 0.52078 3.61408
H -5.26357 0.56895 2.21516
H -5.09508 1.17312 -0.17973
H -2.91777 1.73302 -1.15975
H -2.04644 4.17359 0.63384
H -1.93298 6.61693 0.41249
H 0.05322 7.68446 -0.60602
H 1.93048 6.27556 -1.39838
H 1.82875 3.84098 -1.16370
O 4.01426 -4.07383 -0.27692
P 3.48533 -2.69806 0.35339
O 4.59156 -1.71364 0.40445
O 2.19193 -2.32486 -0.36533
O 3.05442 -3.15003 1.83495
P 3.02792 -2.15604 3.13656
O 4.50647 -1.56987 3.12861
O 2.72931 -2.92919 4.34590
O 2.06273 -1.02673 2.73753
H 3.32882 -4.75283 -0.25148
H 4.76710 -1.37229 2.20234
C -0.21049 -4.18602 1.54083
Si -0.83461 -2.41533 1.71072
C -1.04031 -2.06901 3.54993
C -2.48639 -2.30370 0.79289
H -0.95727 -4.87952 1.94602
H 0.72363 -4.32811 2.08542
H -0.03801 -4.44074 0.49271
H -1.97277 -2.50957 3.92108
H -1.04014 -1.00797 3.79638
H -0.19885 -2.51643 4.08418
H -3.30241 -2.58906 1.46596
H -2.48383 -3.00468 -0.04609
H -2.71365 -1.30989 0.40438
*
```

---

# 2
The following is a quantum chemistry calculation of a single C3H5ClN2S molecule, from the OMol25 dataset.

Highest occupied orbital energy (alpha / beta): -9.432 / -9.300 eV
Relative energy (zero: lowest compared OMol25 entry of this formula, charge and spin): 81.98 kcal/mol
DFT total energy: -29525.672 eV
LUMO energy (alpha / beta): -1.77 / -2.16 eV
Orbital gap (alpha / beta): 0.28161 / 0.26239 hartree

Geometry as ORCA input:
```
! RIJCOSX wB97M-V def2-TZVPD def2/J DEFGRID3
* xyz 0 1
C -1.70868 -1.56279 -0.61719
C -0.65644 0.42526 -0.08638
C 0.42334 -0.05700 0.86857
N -0.81512 -0.74164 -1.01176
N -1.79046 0.91119 0.50352
S -2.74132 -1.38779 0.64636
Cl -2.81363 1.73227 -0.52110
H -1.62290 -2.38483 -1.25415
H -0.20418 1.27925 -0.63758
H 1.03566 -0.52615 0.14343
H 0.05822 -0.97503 1.47503
H 0.87862 0.68542 1.44533
*
```